Computed, not measured: the molecule C10H16OS2 in a non-equilibrium geometry, with the ωB97M-V functional and the def2-TZVPD basis.

CARTESIAN COORDINATES (ANGSTROEM)
1 O -0.75061 -2.36765 -0.34051
2 C -0.59552 -1.17586 -0.44231
3 S -1.71185 -0.06593 0.38438
4 C -1.95635 -1.01270 1.93022
5 C -2.73205 -0.15917 2.88299
6 C -3.11359 -0.76088 4.27762
7 S -1.80908 0.51034 4.31454
8 C 0.56311 -0.59457 -1.23896
9 C 0.05594 0.62213 -2.07141
10 C 1.20307 1.09527 -2.91889
11 C 2.31563 1.55626 -2.05148
12 C 2.82259 0.43726 -1.17266
13 C 1.68044 -0.14643 -0.32365
14 H -1.00137 -1.30296 2.38359
15 H -2.54815 -1.91143 1.71474
16 H -3.37303 0.58698 2.42396
17 H -2.80363 -1.77891 4.54790
18 H -4.03857 -0.43023 4.71843
19 H 0.94871 -1.35535 -1.93514
20 H -0.28803 1.38125 -1.40243
21 H -0.79093 0.32587 -2.72634
22 H 0.86928 1.90591 -3.59358
23 H 1.51037 0.27553 -3.57927
24 H 1.99766 2.40024 -1.41805
25 H 3.17266 1.95148 -2.62766
26 H 3.30258 -0.35823 -1.76581
27 H 3.66833 0.82225 -0.55752
28 H 2.05577 -1.03419 0.20460
29 H 1.34660 0.58376 0.38272

For the relative energy (zero: lowest compared OMol25 entry of this formula, charge and spin), the calculation gives 64.95 kJ/mol. Its spin multiplicity is 1. The value obtained for the HOMO energy is -8.908 eV. The gap between HOMO and LUMO comes out at 9.6 eV. The total charge is 0.